Below is a 3-piece molecular cluster, C4H14N2O2 overall, with properties calculated with ωB97M-V/def2-TZVPD.

Output
Structure (SMILES) ... NC(=O)O.CCN.C
2S+1 ... 1
HOMO energy ... -9.4 eV
LUMO ... 0.0310 Eh
Kohn-Sham gap ... 10.214 eV
Energy relative to the best compared isomer or geometry (same formula, charge and spin) ... 7.1 kJ/mol

Bonds (Å) are listed after each position.
CARTESIAN COORDINATES (ANGSTROEM)
1 N 2.172 -0.265 -0.457  C2 1.341, H5 1.024, H6 1.005
2 C 1.411 -1.369 -0.477  N1 1.341, O3 1.232, O4 1.349
3 O 0.314 -1.437 -1.032  C2 1.232
4 O 1.967 -2.422 0.157  C2 1.349, H7 0.967
5 H 1.715 0.606 -0.743  N1 1.024
6 H 2.943 -0.234 0.187  N1 1.005
7 H 1.391 -3.191 0.050  O4 0.967
8 C -2.256 1.132 -0.844  C9 1.529, H11 1.091, H12 1.088, H13 1.090
9 C -0.831 1.096 -0.288  C8 1.529, N10 1.471, H14 1.189, H15 1.094
10 N 0.181 1.656 -1.196  C9 1.471, H16 1.017, H17 1.019
11 H -2.560 2.144 -1.117  C8 1.091
12 H -2.955 0.756 -0.100  C8 1.088
13 H -2.325 0.498 -1.728  C8 1.090
14 H -0.526 -0.053 -0.298  C9 1.189
15 H -0.800 1.714 0.614  C9 1.094
16 H -0.022 2.631 -1.404  N10 1.017
17 H 0.127 1.145 -2.075  N10 1.019
18 C 0.045 -0.895 2.161  H19 1.086, H20 1.085, H21 1.086, H22 1.162
19 H -0.542 -0.595 3.023  C18 1.086
20 H 0.932 -1.422 2.501  C18 1.085
21 H -0.556 -1.560 1.548  C18 1.086
22 H 0.177 0.065 1.520  C18 1.162



Below is a 2-piece molecular cluster, C4H14N2O2 overall, with properties calculated with ωB97M-V/def2-TZVPD.

Output
Structure (SMILES) ... NC[C@H](N)CCO.O
2S+1 ... 1
HOMO energy ... -8.7 eV
LUMO ... 0.0377 Eh
Kohn-Sham gap ... 9.693 eV
Energy relative to the best compared isomer or geometry (same formula, charge and spin) ... 324.7 kJ/mol

Bonds (Å) are listed after each position.
CARTESIAN COORDINATES (ANGSTROEM)
1 N 0.351 2.812 -1.010  C2 1.410, H8 0.983, H9 1.036
2 C 0.390 1.493 -0.513  N1 1.410, C3 1.605, H10 1.124, H11 1.104
3 C -0.871 1.064 0.382  C2 1.605, N4 1.452, C5 1.499, H12 1.047
4 N -0.739 1.671 1.694  C3 1.452, H13 0.965, H14 1.107
5 C -0.688 -0.410 0.587  C3 1.499, C6 1.578, H15 1.090, H16 1.220
6 C -2.033 -1.181 0.290  C5 1.578, O7 1.518, H17 1.088, H18 1.119
7 O -2.071 -2.432 1.149  C6 1.518, H19 0.959
8 H 1.276 3.109 -0.859  N1 0.983
9 H -0.266 3.369 -0.392  N1 1.036
10 H 0.428 0.843 -1.430  C2 1.124
11 H 1.284 1.282 0.098  C2 1.104
12 H -1.759 1.435 -0.031  C3 1.047
13 H -1.385 2.045 2.306  N4 0.965
14 H 0.056 1.469 2.437  N4 1.107
15 H -0.223 -0.547 1.563  C5 1.090
16 H 0.115 -0.710 -0.282  C5 1.220
17 H -2.242 -1.570 -0.705  C6 1.088
18 H -3.051 -0.732 0.414  C6 1.119
19 H -2.981 -2.698 1.296  O7 0.959
20 O 4.570 -3.354 -2.154  H21 0.892, H22 0.956
21 H 5.380 -3.298 -1.786  O20 0.892
22 H 4.458 -3.660 -3.053  O20 0.956



Below is a 2-piece molecular cluster, C4H14N2O2 overall, with properties calculated with ωB97M-V/def2-TZVPD.

Output
Structure (SMILES) ... NC[C@H](N)CCO.O
2S+1 ... 1
HOMO energy ... -9.5 eV
LUMO ... 0.0229 Eh
Kohn-Sham gap ... 10.093 eV
Energy relative to the best compared isomer or geometry (same formula, charge and spin) ... 84.4 kJ/mol

Bonds (Å) are listed after each position.
CARTESIAN COORDINATES (ANGSTROEM)
1 N -0.757 -0.461 -2.414  C2 1.444, H8 1.019, H9 1.013
2 C -0.869 -0.596 -0.981  N1 1.444, C3 1.541, H10 1.091, H11 1.092
3 C 0.439 -0.147 -0.302  C2 1.541, N4 1.461, C5 1.517, H12 1.093
4 N 1.565 -1.010 -0.652  C3 1.461, H13 1.012, H14 1.009
5 C 0.241 -0.153 1.202  C3 1.517, C6 1.534, H15 1.091, H16 1.088
6 C 1.425 0.375 2.023  C5 1.534, O7 1.445, H17 1.087, H18 1.089
7 O 1.804 -0.545 3.071  C6 1.445, H19 0.970
8 H -1.622 -0.659 -2.914  N1 1.019
9 H -0.534 0.502 -2.637  N1 1.013
10 H -1.716 -0.106 -0.500  C2 1.091
11 H -0.966 -1.647 -0.703  C2 1.092
12 H 0.671 0.859 -0.662  C3 1.093
13 H 1.497 -1.254 -1.632  N4 1.012
14 H 1.544 -1.855 -0.100  N4 1.009
15 H 0.084 -1.185 1.520  C5 1.091
16 H -0.641 0.396 1.522  C5 1.088
17 H 2.290 0.587 1.400  C6 1.087
18 H 1.164 1.263 2.597  C6 1.089
19 H 2.340 -1.251 2.676  O7 0.970
20 O -3.002 2.335 -0.657  H21 0.966, H22 0.963
21 H -2.339 1.645 -0.529  O20 0.966
22 H -2.618 2.909 -1.328  O20 0.963



> Which value of Kohn-Sham gap does entry 3 give?

10.093 eV



> Which of these has the highest LUMO?

number 2